No. 1
C8H17IrN10O2Si | ωB97M-V with the def2-TZVPD basis set

Last column: Löwdin spin population.
Geometry (Å):
Ir: 1.04 -0.69 -0.18  2.51
N: 0.73 -2.93 -3.04  0.25
C: -0.11 -3.18 -2.01  0.07
N: -0.90 -4.25 -1.93  0.09
N: -1.52 -4.12 -0.78  0.08
N: -1.17 -3.06 -0.16  0.09
N: -0.27 -2.41 -0.90  0.21
C: 1.58 -1.87 -3.11  0.03
N: 2.34 -1.61 -4.17  0.09
N: 2.97 -0.50 -3.86  0.04
N: 2.64 -0.07 -2.70  0.08
N: 1.75 -0.91 -2.17  0.09
H: 0.75 -3.60 -3.80  0.00
C: -0.80 1.70 -1.81  0.00
N: 0.13 2.79 -1.60  0.00
C: -0.14 4.06 -2.24  0.00
C: 1.21 2.65 -0.84  0.01
O: 1.57 1.66 -0.23  0.11
H: -1.83 2.05 -1.68  0.00
H: -0.59 0.91 -1.08  0.00
H: -0.68 1.29 -2.81  0.00
H: -0.95 3.93 -2.95  0.00
H: 0.74 4.41 -2.80  0.00
H: -0.41 4.83 -1.51  0.00
H: 1.81 3.57 -0.80  0.00
C: -2.24 -0.42 2.63  0.01
Si: -0.37 -0.36 3.07  0.03
C: -0.02 1.30 3.97  0.00
C: -0.06 -1.84 4.25  0.00
O: 0.49 -0.52 1.76  0.20
H: -2.87 -0.47 3.51  0.00
H: -2.43 -1.30 2.02  0.00
H: -2.53 0.46 2.06  0.00
H: -0.52 1.32 4.94  0.00
H: -0.40 2.14 3.38  0.00
H: 1.04 1.46 4.12  0.00
H: -0.62 -1.74 5.17  0.00
H: 0.99 -1.93 4.51  0.00
H: -0.36 -2.76 3.76  0.00

DFT total energy: -1406.770034 a.u.
LUMO level (spin up / spin down): 0.2951 / -4.1157 eV
Spin multiplicity: 5
⟨S²⟩: 6.02
Frontier orbital gap (spin up / spin down): 8.742 / 4.891 eV

=====

No. 2
C8H17LuO3P2 | ωB97M-V with the def2-TZVPD basis set

Last column: Mulliken charge in e.
Geometry (Å):
C: -0.55 0.03 -3.54  -0.63
C: -1.37 1.03 -2.91  -0.56
C: -0.49 1.96 -2.25  -0.77
C: 0.89 1.56 -2.53  -0.34
C: 0.84 0.37 -3.33  -0.53
Lu: -0.16 0.03 -1.25  0.41
P: -0.22 -2.44 -0.92  -0.04
H: -0.92 -0.82 -4.11  0.49
H: -2.46 1.09 -2.92  0.38
H: -0.79 2.81 -1.65  0.90
H: 1.71 -0.17 -3.72  0.42
H: 1.79 2.08 -2.19  0.34
H: 0.87 -3.16 -1.34  0.04
H: -1.27 -3.13 -1.47  0.07
H: -0.32 -2.79 0.43  -0.03
C: 1.02 -2.20 2.29  -1.10
O: 1.44 -1.13 1.38  -0.21
P: 0.34 0.12 1.40  0.68
O: 0.58 0.46 2.95  -0.29
C: -0.57 -0.03 3.68  -0.93
O: 0.97 1.55 0.64  -0.44
C: -0.21 2.50 0.57  -1.04
H: 1.39 -3.13 1.84  0.37
H: -0.08 -2.29 2.39  0.46
H: 1.47 -2.07 3.27  0.27
H: -1.43 -0.30 3.04  0.42
H: -0.25 -0.91 4.23  0.26
H: -0.86 0.77 4.36  0.24
H: -1.12 1.96 0.18  0.52
H: -0.45 2.96 1.52  0.38
H: 0.20 3.27 -0.06  0.25

DFT total energy: -2458.741335 a.u.
LUMO level (spin up / spin down): 0.5774 / 0.4627 eV
Frontier orbital gap (spin up / spin down): 5.133 / 4.502 eV
Energy above the lowest of the compared OMol25 structures with the same formula, charge and spin: 170.0 kJ/mol

=====

No. 3
C8H17N2O | ωB97M-V with the def2-TZVPD basis set

Last column: Mulliken charge in e.
Geometry (Å):
C: 0.14 0.56 2.48  -0.33
C: -0.24 1.76 1.76  -0.60
C: -1.62 1.51 1.13  -0.85
C: -1.47 0.38 0.16  -0.18
C: -0.85 -0.83 0.87  -0.68
C: -0.03 -1.41 -2.55  -0.95
C: 1.54 0.40 -2.05  -1.13
C: 1.08 -1.34 -0.28  -0.16
N: -0.32 -0.58 2.05  0.10
N: 0.76 -0.73 -1.45  0.05
O: 1.92 -1.02 0.69  -0.43
H: 0.67 0.59 3.48  0.40
H: -0.29 2.61 2.42  0.40
H: 0.44 2.02 0.97  0.21
H: -2.39 1.43 1.96  0.29
H: -1.97 2.38 0.53  0.35
H: -2.52 0.18 -0.28  0.30
H: -0.95 0.63 -0.75  0.11
H: -1.41 -1.66 0.65  0.61
H: 0.68 -1.45 -3.43  0.32
H: -0.25 -2.42 -2.33  0.42
H: -0.99 -1.02 -2.62  0.32
H: 0.86 1.02 -2.51  0.40
H: 2.06 0.87 -1.24  0.36
H: 2.20 -0.02 -2.72  0.42
H: 0.70 -2.34 -0.15  0.58
H: -0.04 -1.41 2.61  0.32
H: 2.28 -0.13 0.60  0.35

DFT total energy: -499.415286 a.u.
LUMO level (spin up / spin down): -3.1547 / -3.1549 eV
Net charge: +1
Frontier orbital gap (spin up / spin down): 7.733 / 7.734 eV
Energy above the lowest of the compared OMol25 structures with the same formula, charge and spin: 307.5 kJ/mol

=====

No. 4
C8H17N2O | ωB97M-V with the def2-TZVPD basis set

Last column: Mulliken charge in e.
Geometry (Å):
C: -3.33 0.20 0.28  0.28
C: 0.68 3.08 -0.10  -1.53
C: 1.98 -2.93 -0.15  -1.53
C: -0.20 2.06 0.52  -0.05
C: 1.42 -1.61 0.20  -0.15
C: -0.32 0.81 -0.39  -0.69
C: -0.12 -1.71 -0.10  -0.97
C: -0.91 -0.42 0.29  0.30
N: -5.45 -0.67 0.04  -0.52
N: -4.46 -0.01 -0.07  0.59
O: -2.28 -0.87 0.04  -0.37
H: -2.84 1.18 0.76  0.25
H: 0.11 3.30 -1.02  0.31
H: 0.66 4.00 0.29  0.48
H: 1.60 2.67 -0.36  0.37
H: 2.92 -3.03 0.30  0.42
H: 1.39 -3.76 0.09  0.41
H: 2.20 -2.96 -1.25  0.33
H: 0.19 1.91 1.52  0.39
H: -1.26 2.37 0.70  0.09
H: 1.74 -1.25 1.26  0.32
H: 1.96 -0.90 -0.42  0.26
H: -0.92 1.14 -1.22  0.38
H: 0.68 0.56 -0.64  0.33
H: -0.14 -1.87 -1.17  0.27
H: -0.59 -2.42 0.57  0.46
H: -0.84 -0.51 1.47  0.25
H: -6.15 -0.81 -0.71  0.33

SMILES: CCCC(CCC)OC=[N+]=N
DFT total energy: -499.307310 a.u.
LUMO level: -6.6419 eV
Net charge: +1
Frontier orbital gap: 7.420 eV
Energy above the lowest of the compared OMol25 structures with the same formula, charge and spin: 591.0 kJ/mol